Molecular formula: C30H27ClHgN6O7P3
Method: DFT, wB97M-V/def2-TZVPD

Calculated values
- ⟨S²⟩: 0.776
- Total energy: -3652.6175 Ha
- Frontier orbital gap (alpha / beta): 3.3532 / 6.6395 eV
- Maximum force: 0.29 eV/Å
- HOMO level (alpha / beta): 0.02884 / -0.09223 Ha

Structure (ORCA input):
```
! RIJCOSX wB97M-V def2-TZVPD def2/J DEFGRID3
* xyz -2 2
Hg 1.470 -0.231 1.904
Cl -2.398 1.813 0.522
C -2.292 2.309 -1.135
C -3.005 3.431 -1.532
C -2.933 3.857 -2.848
C -2.150 3.158 -3.755
C -1.446 2.037 -3.343
C -1.501 1.579 -2.026
P -0.471 0.201 -1.351
C 0.652 -0.165 -2.757
C 0.261 -0.764 -3.954
C 1.195 -1.056 -4.936
C 2.537 -0.763 -4.728
C 2.939 -0.178 -3.538
C 2.000 0.117 -2.559
C -1.639 -1.214 -1.527
C -3.023 -1.076 -1.453
C -3.854 -2.187 -1.530
C -3.315 -3.453 -1.689
C -1.936 -3.602 -1.755
C -1.100 -2.499 -1.660
H -3.592 3.967 -0.798
H -3.480 4.740 -3.157
H -2.079 3.489 -4.784
H -0.821 1.514 -4.054
H -0.779 -1.026 -4.108
H 0.879 -1.535 -5.855
H 3.271 -1.018 -5.483
H 3.988 0.010 -3.349
H 2.320 0.516 -1.605
H -3.464 -0.094 -1.340
H -4.928 -2.056 -1.463
H -3.963 -4.319 -1.757
H -1.496 -4.585 -1.879
H -0.023 -2.649 -1.694
O 4.535 -0.518 1.424
P 5.055 -2.010 1.026
O 6.412 -1.936 0.451
O 4.682 -2.882 2.188
O 4.018 -2.406 -0.193
P 2.445 -2.698 -0.038
O 2.352 -3.497 1.346
O 1.932 -3.499 -1.171
O 1.732 -1.352 0.146
H 4.923 0.129 0.825
H 3.224 -3.365 1.858
C 0.434 4.196 0.037
C -0.175 4.757 1.193
C -0.157 4.058 2.365
C 0.453 2.772 2.452
N 1.023 2.236 1.306
C 0.996 2.942 0.185
C 0.499 2.006 3.664
C 0.072 2.554 4.907
C 0.109 1.830 6.079
C 0.578 0.516 6.095
C 1.009 -0.043 4.889
C 0.979 0.659 3.696
H 0.444 4.701 -0.920
H -0.662 5.726 1.148
H -0.645 4.482 3.233
H 1.458 2.464 -0.679
H -0.278 3.577 4.953
H -0.225 2.299 7.000
H 0.614 -0.056 7.015
H 1.374 -1.064 4.892
N -0.535 -4.075 1.394
N -1.410 -3.042 1.710
N -2.703 -3.219 1.883
C -3.089 -1.982 2.158
N -2.071 -1.104 2.170
N -1.014 -1.808 1.871
H -0.498 -4.127 0.377
H 0.400 -3.777 1.689
H -4.113 -1.714 2.352
*
```